# 1
{
  "formula": "C28H28Br2N",
  "method": "ωB97M-V/def2-TZVPD",
  "elements": ["Br", "C", "C", "C", "C", "C", "C", "C", "C", "C", "C", "C", "Br", "C", "C", "C", "C", "H", "H", "H", "H", "H", "H", "H", "H", "H", "H", "H", "C", "N", "C", "C", "C", "C", "C", "C", "C", "C", "C", "C", "C", "C", "H", "H", "H", "H", "H", "H", "H", "H", "H", "H", "H", "H", "H", "H", "H", "H", "H"],
  "coordinates": [[-6.710437, 1.151355, 3.697412], [-5.063014, 0.284957, 3.406299], [-5.019976, -1.115730, 3.264994], [-3.810939, -1.743447, 2.973562], [-2.614744, -1.002387, 2.811156], [-1.369119, -1.700000, 2.572464], [-0.110379, -1.050020, 2.676927], [1.056597, -1.659504, 3.101270], [2.312028, -0.963167, 3.285458], [3.522405, -1.698813, 3.411107], [4.756918, -1.054443, 3.482209], [4.807394, 0.351266, 3.489857], [6.487111, 1.222796, 3.511768], [3.620737, 1.101771, 3.461245], [2.387690, 0.453928, 3.373684], [-2.664301, 0.393274, 3.047508], [-3.873268, 1.032913, 3.326733], [-5.921775, -1.702228, 3.419595], [-3.760243, -2.833364, 2.944969], [-1.420069, -2.783721, 2.708742], [-0.071636, 0.005011, 2.410090], [1.041017, -2.718083, 3.385459], [3.476818, -2.784211, 3.417290], [5.673339, -1.629430, 3.520854], [3.675840, 2.185071, 3.497241], [1.473208, 1.044233, 3.379865], [-1.735564, 0.963433, 3.095037], [-3.896201, 2.104728, 3.525303], [-0.198601, -4.751095, 1.539035], [-0.027242, -4.844265, 0.108953], [-0.516407, -3.834421, -0.686456], [-1.184553, -2.751442, -0.184464], [-1.837658, -1.740229, -1.049147], [-1.994265, -2.178003, -2.519787], [-0.760768, -2.901143, -3.050630], [-0.314763, -4.068227, -2.157588], [0.787981, -5.909878, -0.388057], [0.214146, -7.139638, -0.765838], [1.029336, -8.186245, -1.196031], [2.422370, -8.025750, -1.239899], [2.995170, -6.812308, -0.834150], [2.187064, -5.766859, -0.390714], [0.174647, -5.671128, 1.993137], [0.354146, -3.897286, 1.945099], [-1.260234, -4.644774, 1.782261], [-1.244861, -2.592487, 0.882588], [-2.822969, -1.477636, -0.635268], [-1.253627, -0.808315, -1.031287], [-2.845604, -2.860321, -2.592821], [-2.202813, -1.306409, -3.149223], [-0.963329, -3.315013, -4.047037], [0.079900, -2.195505, -3.153215], [0.741947, -4.299814, -2.376292], [-0.902816, -4.963873, -2.433056], [-0.873103, -7.246279, -0.718149], [0.575174, -9.138667, -1.487334], [3.057867, -8.845493, -1.579464], [4.081532, -6.679462, -0.849424], [2.612669, -4.819042, -0.051745]],
  "forces_ev_per_angstrom": [[0.42, -0.21, 0.00], [0.51, -0.40, -0.30], [0.34, 0.11, 0.06], [-0.19, 0.15, 0.15], [0.07, -0.07, -0.37], [0.21, 0.75, 2.61], [-0.13, -0.37, -0.49], [-0.31, 0.24, 0.02], [0.48, 0.34, 0.39], [-0.19, 0.49, -0.10], [-0.48, 0.27, -0.02], [-0.39, -0.44, -0.13], [-0.47, -0.20, 0.05], [-0.18, -0.36, -0.01], [0.50, -0.25, -0.24], [-0.49, 0.23, 0.13], [0.33, -0.24, 0.03], [0.17, 0.12, -0.11], [-0.12, 0.28, -0.24], [0.12, 0.32, -0.15], [0.01, -0.24, 0.13], [0.02, 0.33, -0.29], [0.07, 0.11, -0.05], [-0.07, 0.04, 0.04], [-0.06, -0.16, 0.04], [0.28, -0.06, -0.03], [-0.42, -0.03, -0.22], [0.01, -0.32, -0.11], [0.17, -0.42, -0.31], [0.02, -0.18, 0.39], [-0.44, 0.64, 0.38], [0.79, -1.35, -0.86], [-0.09, 0.74, -0.56], [-0.01, -0.16, 0.27], [0.41, 0.05, 0.09], [-0.42, 0.01, -0.54], [0.53, -0.70, 0.08], [0.22, 0.60, 0.07], [0.24, -0.01, 0.03], [-0.26, 0.29, 0.11], [0.01, -0.19, 0.01], [-0.56, -0.10, -0.17], [-0.06, 0.17, 0.03], [-0.03, -0.05, 0.01], [-0.08, 0.00, 0.06], [0.00, -0.25, -0.31], [0.12, -0.04, -0.14], [-0.07, 0.04, 0.01], [-0.07, 0.05, -0.01], [-0.09, -0.15, 0.13], [0.08, 0.27, 0.14], [-0.27, -0.11, 0.02], [-0.42, -0.02, 0.20], [0.32, 0.20, 0.13], [0.37, 0.00, -0.05], [0.21, 0.38, 0.09], [-0.21, 0.27, 0.11], [-0.42, -0.11, -0.02], [-0.06, -0.28, -0.17]],
  "mulliken_charge": [-0.097, 0.051, -0.665, -0.420, 0.670, -0.244, -0.187, -0.359, 0.236, -0.488, -0.561, 0.075, -0.114, -0.647, -0.391, -0.412, -0.751, 0.426, 0.398, 0.688, 0.494, 0.735, 0.378, 0.432, 0.424, 0.447, 0.357, 0.428, -0.469, 0.393, 0.704, 0.560, -0.712, -0.907, -0.876, -0.627, -0.754, -0.134, -0.688, -0.391, -0.694, 0.047, 0.436, -0.180, 0.339, -0.772, 0.385, 0.306, 0.356, 0.366, 0.369, 0.323, 0.386, 0.315, 0.454, 0.364, 0.400, 0.365, 0.433],
  "relative_energy_kj_mol": 82.6,
  "orbital_gap_ev": 4.23,
  "charge": 1,
  "lumo_ha": -0.210,
  "e_tot_ev": -171057.1278,
  "homo_ev": -9.937
}



# 2
{
  "formula": "C62H46B3IO21S",
  "method": "ωB97M-V/def2-TZVPD",
  "elements": ["C", "C", "C", "C", "C", "C", "C", "C", "B", "O", "B", "S", "O", "B", "I", "O", "H", "H", "H", "H", "H", "H", "H", "H", "H", "H", "O", "C", "C", "C", "C", "O", "C", "C", "H", "H", "H", "H", "O", "C", "C", "C", "C", "O", "C", "C", "H", "H", "H", "H", "O", "C", "C", "C", "C", "O", "C", "C", "H", "H", "H", "H", "O", "C", "C", "C", "C", "O", "C", "C", "H", "H", "H", "H", "O", "C", "C", "C", "C", "O", "C", "C", "H", "H", "H", "H", "O", "C", "C", "C", "C", "O", "C", "C", "H", "H", "H", "H", "O", "C", "C", "C", "C", "O", "C", "C", "H", "H", "H", "H", "O", "C", "C", "C", "C", "O", "C", "C", "H", "H", "H", "H", "O", "C", "C", "C", "C", "O", "C", "C", "H", "H", "H", "H"],
  "coordinates": [[-6.993066, 0.903322, -0.792083], [-6.702159, 0.463282, -2.349887], [-6.676575, 1.718710, -3.454945], [-6.396754, 1.501401, -5.069996], [-6.182484, -0.053493, -5.570586], [-6.247966, -1.306564, -4.484053], [-6.483485, -1.116190, -2.855081], [-6.555281, -2.332448, -1.759593], [-5.496474, -3.564362, -2.006244], [-5.124706, -4.402741, -0.811454], [-3.637859, -4.188651, -0.725564], [-2.809161, -3.422540, 0.778391], [-2.769936, -4.582087, -1.862305], [-3.492124, -4.405374, -3.140903], [-2.423499, -4.839598, -5.056954], [-4.896172, -3.975287, -3.289826], [-6.425964, 1.942690, -0.638185], [-6.554219, 0.179926, 0.015748], [-8.150220, 1.076671, -0.559260], [-6.858536, 2.840784, -3.106876], [-6.365090, 2.410876, -5.820443], [-5.980799, -0.292749, -6.710129], [-6.116987, -2.389767, -4.963422], [-6.270595, -1.858156, -0.701522], [-7.662375, -2.735485, -1.620872], [-1.533878, -2.913910, 0.438292], [2.253256, -7.724207, -2.062612], [1.824344, -7.208975, -1.039341], [0.642389, -6.324873, -1.062950], [0.175834, -5.760672, 0.055230], [0.820879, -5.998293, 1.361851], [0.391967, -5.483062, 2.385121], [2.002834, -6.882395, 1.385460], [2.469388, -7.446596, 0.267278], [0.179946, -6.161011, -2.028929], [-0.689492, -5.109165, 0.055323], [2.465276, -7.046257, 2.351439], [3.334714, -8.098103, 0.267187], [4.737220, -2.604677, 7.253506], [4.536244, -3.498462, 6.442785], [3.172109, -3.822704, 5.981032], [2.953324, -4.800844, 5.096894], [4.065818, -5.597844, 4.542860], [3.864841, -6.491628, 3.732139], [5.429952, -5.273602, 5.004613], [5.648737, -4.295462, 5.888750], [2.366786, -3.228596, 6.396133], [1.959010, -5.052017, 4.748326], [6.235276, -5.867710, 4.589512], [6.643051, -4.044290, 6.237318], [-13.818043, 2.586842, -3.450251], [-12.638697, 2.686597, -3.140893], [-12.145152, 3.838560, -2.360761], [-10.856065, 3.947758, -2.025120], [-9.870768, 2.920937, -2.418349], [-8.691421, 3.020692, -2.108992], [-10.364312, 1.768973, -3.198482], [-11.653399, 1.659775, -3.534122], [-12.880328, 4.582926, -2.079243], [-10.477442, 4.786554, -1.453880], [-9.629135, 1.024608, -3.480001], [-12.032022, 0.820980, -4.105364], [1.708800, -4.236696, -3.343996], [2.057455, -3.931706, -4.476220], [3.044412, -4.740206, -5.218821], [3.426340, -4.404952, -6.454969], [2.876904, -3.213242, -7.131541], [3.225559, -2.908252, -8.263765], [1.889948, -2.404742, -6.388940], [1.508019, -2.739996, -5.152792], [3.437620, -5.611708, -4.709225], [4.149691, -4.986602, -7.013266], [1.496740, -1.533239, -6.898536], [0.784668, -2.158345, -4.594495], [-10.764149, 5.696562, 0.290180], [-9.980186, 5.597177, 1.224009], [-10.084963, 4.494045, 2.199371], [-9.229297, 4.387541, 3.220556], [-8.141967, 5.366919, 3.416348], [-7.358005, 5.267535, 4.350177], [-8.037190, 6.470051, 2.440986], [-8.892856, 6.576555, 1.419801], [-10.887370, 3.783345, 2.041678], [-9.292569, 3.585029, 3.945277], [-7.234782, 7.180750, 2.598678], [-8.829584, 7.379067, 0.695080], [8.792100, 2.866256, 6.556099], [8.614852, 1.663578, 6.692710], [9.751537, 0.730316, 6.819909], [9.556908, -0.583771, 6.966940], [8.197592, -1.158400, 7.010120], [8.020343, -2.361076, 7.146731], [7.060906, -0.225137, 6.882920], [7.255535, 1.088951, 6.735889], [10.742379, 1.167321, 6.787101], [10.379539, -1.282127, 7.060887], [6.070064, -0.662142, 6.915728], [6.432904, 1.787306, 6.641942], [-6.226810, 3.798437, -7.187843], [-6.179032, 3.731965, -8.408421], [-5.642633, 2.538078, -9.091152], [-5.588829, 2.467278, -10.424725], [-6.064686, 3.578573, -11.272302], [-6.016909, 3.512101, -12.492880], [-6.601085, 4.772461, -10.589571], [-6.654889, 4.843260, -9.255998], [-5.298225, 1.731088, -8.455567], [-5.197706, 1.599286, -10.941313], [-6.945494, 5.579450, -11.225156], [-7.046012, 5.711251, -8.739410], [14.054573, 6.973922, 7.177009], [13.652131, 5.820423, 7.113829], [14.590233, 4.680789, 7.093590], [14.149649, 3.420973, 7.022345], [12.706614, 3.114595, 6.962477], [12.304171, 1.961096, 6.899296], [11.768511, 4.254230, 6.982714], [12.209095, 5.514046, 7.053959], [15.645518, 4.921908, 7.138884], [14.824233, 2.573677, 7.005808], [10.713226, 4.013111, 6.937421], [11.534511, 6.361342, 7.070496], [8.669357, -0.472932, 4.271723], [8.743197, 0.209007, 3.258798], [8.541044, 1.670683, 3.301776], [8.619760, 2.414605, 2.194206], [8.913703, 1.807439, 0.880909], [8.987542, 2.489378, -0.132017], [9.115856, 0.345763, 0.837931], [9.037139, -0.398159, 1.945500], [8.326961, 2.101187, 4.272679], [8.473430, 3.487752, 2.208122], [9.329939, -0.084741, -0.132972], [9.183470, -1.471306, 1.931585]],
  "forces_ev_per_angstrom": [[0.44, 0.70, -0.34], [0.23, -0.32, -3.26], [0.97, -3.05, -1.85], [-0.21, -3.95, 3.21], [-0.77, 0.91, 4.07], [-0.30, 2.86, 0.60], [-0.28, 3.75, -2.76], [-0.01, 1.14, 0.02], [-0.15, -1.49, 0.24], [3.46, 2.86, -2.02], [-0.13, -0.93, -1.08], [-0.17, 0.15, -0.51], [-3.94, 1.63, -1.16], [-0.70, -0.25, 0.70], [-0.66, 0.31, 1.41], [2.47, 0.29, 3.31], [-1.43, -2.26, -0.32], [-0.82, 1.14, -1.75], [2.60, -0.48, -0.70], [0.63, -3.01, -0.69], [-0.04, -2.19, 1.84], [-0.49, 0.45, 2.68], [-0.27, 2.59, 1.40], [-0.61, -1.08, -2.28], [2.23, 0.78, -0.42], [-1.53, -1.00, -0.35], [-0.25, 0.29, 0.57], [0.36, -0.34, -0.69], [-0.38, 0.27, 0.18], [0.00, -0.07, -0.41], [-0.22, 0.24, 0.40], [0.22, -0.17, -0.43], [0.24, -0.39, -0.12], [-0.05, 0.13, 0.36], [0.05, 0.02, 0.02], [0.04, -0.10, -0.01], [-0.10, 0.05, -0.14], [-0.02, 0.00, -0.01], [-0.25, -0.51, -0.53], [0.14, 0.59, 0.56], [-0.26, -0.26, -0.26], [-0.24, 0.31, 0.26], [-0.02, -0.46, -0.41], [0.28, 0.47, 0.61], [0.17, 0.24, 0.20], [0.31, -0.37, -0.25], [0.04, -0.01, 0.00], [0.00, -0.02, -0.07], [-0.04, 0.00, 0.00], [-0.05, 0.08, 0.05], [0.73, 0.04, 0.18], [-0.87, -0.03, -0.20], [0.36, 0.18, 0.19], [-0.27, 0.18, -0.15], [0.48, 0.13, 0.12], [-1.12, 0.23, 0.17], [-0.25, -0.35, -0.21], [0.44, -0.13, 0.02], [0.01, -0.03, 0.00], [-0.08, -0.17, -0.22], [0.07, 0.02, 0.00], [-0.02, 0.03, 0.01], [0.21, 0.23, -0.68], [-0.26, -0.25, 0.81], [0.28, -0.11, -0.37], [0.01, -0.27, 0.38], [0.28, 0.21, -0.87], [-0.24, -0.19, 0.75], [-0.27, 0.08, 0.40], [-0.04, 0.29, -0.37], [-0.06, 0.02, 0.03], [-0.03, 0.04, -0.01], [0.03, -0.04, -0.01], [0.01, -0.04, 0.01], [0.38, 0.13, 0.80], [-0.41, 0.09, -0.46], [0.14, -0.21, 0.36], [-0.39, -0.17, -0.26], [0.66, -0.08, 0.77], [-0.57, 0.07, -0.67], [-0.16, 0.23, -0.41], [0.36, 0.14, 0.22], [0.01, 0.04, -0.02], [0.03, 0.03, 0.00], [-0.02, -0.05, 0.02], [-0.03, -0.03, 0.00], [-0.11, -0.21, -0.03], [0.06, -0.05, 0.19], [0.00, -0.49, 0.16], [0.06, 0.45, 0.16], [0.11, -0.82, 0.05], [0.14, 0.68, -0.12], [-0.29, 0.51, -0.05], [-0.22, -0.29, 0.08], [-0.47, -0.16, -0.01], [-0.03, -0.01, -0.02], [0.06, -0.05, 0.04], [-0.01, 0.01, 0.01], [0.01, 0.21, -0.86], [-0.02, 0.03, 0.68], [0.09, -0.23, -0.38], [0.08, -0.20, 0.45], [0.04, -0.06, -1.02], [-0.03, 0.05, 0.89], [-0.11, 0.24, 0.42], [-0.07, 0.19, -0.39], [0.00, 0.04, 0.02], [-0.02, 0.04, -0.02], [0.02, -0.05, -0.01], [0.02, -0.04, 0.02], [-0.24, -0.81, -0.04], [0.22, 0.98, 0.05], [0.10, -0.51, -0.02], [0.36, 0.24, 0.02], [-0.16, -0.39, -0.02], [1.05, 0.86, 0.05], [-0.18, 0.42, 0.04], [-0.24, -0.34, -0.03], [-0.04, 0.02, 0.00], [-0.03, 0.00, 0.00], [0.00, -0.07, -0.03], [0.04, -0.01, 0.00], [-0.05, 0.36, -0.89], [-0.04, -0.45, 0.56], [-0.06, 0.37, -0.18], [-0.06, -0.05, 0.47], [0.06, 0.57, -0.79], [-0.05, -0.48, 0.69], [0.02, -0.44, 0.22], [0.09, 0.03, -0.45], [0.02, 0.03, -0.15], [0.01, -0.02, -0.03], [-0.01, 0.05, 0.02], [-0.01, 0.02, 0.03]],
  "mulliken_charge": [-1.041, 0.486, -0.418, -0.294, -0.337, -0.414, 0.596, -0.467, 0.273, -0.275, 0.540, -0.342, -0.225, 0.289, -0.058, -0.285, 0.277, 0.353, 0.085, 0.231, 0.314, 0.220, 0.192, -0.016, 0.302, 0.181, -0.579, 0.273, -0.270, 0.267, 0.262, -0.567, -0.402, -0.439, 0.484, 0.004, 0.517, 0.450, -0.569, 0.330, -0.522, -0.265, 0.390, -0.557, -0.468, -0.259, 0.437, 0.472, 0.453, 0.521, -0.565, 0.267, -0.385, -0.389, 0.369, -0.524, -0.094, -0.512, 0.456, 0.465, 0.488, 0.429, -0.512, 0.340, -0.306, -0.346, 0.343, -0.563, -0.360, -0.308, 0.453, 0.405, 0.406, 0.448, -0.640, 0.579, -0.289, -0.396, 0.353, -0.553, -0.408, -0.385, 0.443, 0.419, 0.408, 0.432, -0.619, 0.275, -0.455, -0.673, 0.362, -0.584, -0.363, -0.194, 0.972, 0.460, 0.465, 0.436, -0.614, 0.495, -0.197, -0.410, 0.323, -0.545, -0.397, -0.342, 0.353, 0.421, 0.397, 0.424, -0.554, 0.294, -0.413, -0.437, 0.548, -0.565, -0.231, -0.499, 0.400, 0.423, 0.514, 0.447, -0.337, 0.450, 0.029, -0.608, 0.295, -0.558, -0.384, -0.442, 0.258, 0.452, 0.397, 0.432],
  "relative_energy_kj_mol": 912.1,
  "orbital_gap_ev": 6.16,
  "charge": 0,
  "smiles": "Cc1ccccc1CB1OB(S)OB(I)O1.O=C1C=CC(=O)C=C1.O=C1C=CC(=O)C=C1.O=C1C=CC(=O)C=C1.O=C1C=CC(=O)C=C1.O=C1C=CC(=O)C=C1.O=C1C=CC(=O)C=C1.O=C1C=CC(=O)C=C1.O=C1C=CC(=O)C=C1.O=C1C=CC(=O)C=C1",
  "lumo_ha": -0.071,
  "e_tot_ev": -128990.1275,
  "homo_ev": -8.090
}